Model w:
This record from OMol25 describes an isolated molecule of C4H10N2. The level of theory is ωB97M-V/def2-TZVPD.

Output
Charge ... 0
Highest occupied orbital energy ... -0.2862 hartree
Kohn-Sham gap ... 8.773 eV

CARTESIAN COORDINATES (ANGSTROEM)
C 2.349 -0.599 0.083
C 1.024 -0.791 -0.041
N 0.111 0.242 -0.030
C 0.444 1.559 -0.505
N -1.336 -0.273 -0.587
C -2.006 -0.792 0.602
H 2.942 -1.466 0.412
H 2.663 0.352 0.066
H 0.516 -1.704 0.127
H -0.436 1.983 -0.949
H 0.709 2.165 0.399
H 1.214 1.633 -1.154
H -1.904 0.646 -0.893
H -2.062 -0.117 1.364
H -2.886 -1.180 0.238
H -1.341 -1.657 0.867

Atom charges from the Löwdin analysis, given in e for atoms 1 to 2: atom 1 (C): 0.01, atom 2 (C): -0.22

***

Model x:
This record from OMol25 describes an isolated molecule of C4H10N2. The level of theory is ωB97M-V/def2-TZVPD.

Output
Charge ... 0
Highest occupied orbital energy ... -0.3011 hartree
Kohn-Sham gap ... 9.082 eV

CARTESIAN COORDINATES (ANGSTROEM)
C -2.515 -0.595 -0.512
C -1.246 0.174 -0.870
C 0.009 -0.233 0.016
N 0.902 0.927 0.070
C 1.967 1.025 0.765
N 3.031 0.165 0.924
H -2.526 -1.524 -1.188
H -3.400 0.031 -0.858
H -2.856 -0.849 0.504
H -1.257 1.250 -0.837
H -0.937 -0.125 -1.873
H -0.225 -0.801 0.937
H 0.568 -0.990 -0.577
H 2.036 2.047 1.130
H 3.322 0.223 1.909
H 3.128 -0.725 0.460

Atom charges from the Löwdin analysis, given in e for atoms 1 to 2: atom 1 (C): -0.14, atom 2 (C): -0.25

***

Model y:
This record from OMol25 describes an isolated molecule of C4H10N2. The level of theory is ωB97M-V/def2-TZVPD.

Output
Charge ... 0
Highest occupied orbital energy ... -0.3102 hartree
Kohn-Sham gap ... 9.614 eV

CARTESIAN COORDINATES (ANGSTROEM)
C -2.587 -0.212 -0.750
N -1.348 0.006 -0.932
C -0.247 -0.853 -0.673
C 0.338 -0.629 0.829
C 0.966 0.846 0.860
N 2.033 1.006 -0.094
H -3.249 0.741 -0.898
H -3.008 -1.220 -0.558
H -0.313 -1.943 -0.530
H 0.539 -0.538 -1.409
H 1.096 -1.365 0.817
H -0.425 -0.793 1.510
H 1.234 1.271 1.935
H 0.095 1.480 0.678
H 2.021 0.599 -0.933
H 2.855 1.605 0.148

Atom charges from the Löwdin analysis, given in e for atoms 1 to 2: atom 1 (C): -0.06, atom 2 (N): -0.07

***

Relative energies, in eV, with the most stable structure set to zero: model w 1.605; model x 0.000; model y 0.559.